C17H28O3 in the gas phase at a distorted geometry, computed with ωB97M-V with the def2-TZVPD basis set.

Structure (ORCA input):
```
! RIJCOSX wB97M-V def2-TZVPD def2/J DEFGRID3
* xyz 0 1
C 3.806 -3.026 -0.495
C 4.602 -1.818 -1.290
C 5.676 -0.989 -0.370
C 5.021 -0.130 0.863
C 4.062 1.127 0.390
C 2.468 0.751 0.264
C 1.528 1.881 0.993
C 0.587 2.755 -0.059
C -0.999 2.495 0.269
C -1.670 1.883 -1.133
C -3.229 1.457 -0.786
C -3.535 -0.104 -1.201
C -5.164 -0.475 -1.147
C -5.353 -1.307 0.291
C -5.629 -0.619 1.606
C -5.646 -1.939 2.584
O -5.596 -1.658 3.899
O -5.669 -3.247 1.906
C -5.226 -2.941 0.505
O -4.811 -3.908 -0.323
H 3.704 -2.805 0.650
H 4.302 -4.076 -0.728
H 2.717 -3.079 -0.966
H 5.242 -2.363 -2.137
H 3.874 -1.091 -1.856
H 6.387 -1.807 0.127
H 6.327 -0.304 -1.068
H 5.937 0.369 1.443
H 4.490 -0.816 1.681
H 4.463 1.678 -0.588
H 4.159 1.947 1.252
H 2.200 -0.294 0.767
H 2.105 0.688 -0.870
H 2.143 2.695 1.609
H 0.846 1.339 1.794
H 0.819 2.445 -1.173
H 0.801 3.898 0.099
H -1.608 3.473 0.532
H -1.195 1.666 1.095
H -1.592 2.675 -1.996
H -0.986 0.972 -1.431
H -4.026 2.162 -1.312
H -3.362 1.621 0.376
H -2.964 -0.776 -0.397
H -3.066 -0.312 -2.255
H -5.767 0.528 -1.178
H -5.416 -1.139 -2.086
H -5.756 0.520 1.847
*
```

Computed properties:
energy relative to the best compared isomer or geometry (same formula, charge and spin): 257.8 kcal/mol
Kohn-Sham gap: 8.62 eV
SMILES string: CCCCCCCCCCCCCC1=CC(=O)OC1=O